# 1
{
  "formula": "C2H5I2N",
  "method": "ωB97M-V/def2-TZVPD",
  "gap_ev": 8.8986,
  "homo_ev": -9.04,
  "e_lumo_ev": -0.138,
  "fmax_ha_per_bohr": 0.0579,
  "de_lowest_kj_mol": 68.4,
  "smiles": "CN(I)CI",
  "symbols": ["C", "N", "I", "C", "I", "H", "H", "H", "H", "H"],
  "xyz": [[0.322806, -0.527847, 0.465976], [-1.138484, -0.523367, 0.576575], [-2.133322, -2.214835, -0.076261], [-1.468883, 0.695547, -0.330378], [-3.475077, 1.381683, 0.067293], [0.701403, 0.385490, 0.925946], [0.703797, -1.426232, 1.102075], [0.609432, -0.430654, -0.594751], [-1.089945, 0.581169, -1.391683], [-0.788993, 1.514880, 0.130997]],
  "atomic_forces_ev_per_a": [[0.273, -1.860, 1.137], [-0.531, 2.499, -1.527], [0.466, 0.204, -0.022], [1.576, 0.149, 1.947], [0.648, -0.281, -0.555], [-0.128, -0.043, 0.339], [-0.238, 1.467, -1.692], [0.526, -0.883, 0.291], [-1.205, -0.075, 0.894], [-1.388, -1.176, -0.812]]
}



# 2
{
  "formula": "C2H5IN2",
  "method": "ωB97M-V/def2-TZVPD",
  "gap_ev": 8.8261,
  "homo_ev": -8.79,
  "e_lumo_ev": 0.037,
  "fmax_ha_per_bohr": 0.2049,
  "de_lowest_kj_mol": 251.1,
  "smiles": "[H]/N=C\\I.C=N",
  "symbols": ["H", "N", "C", "I", "H", "C", "N", "H", "H", "H"],
  "xyz": [[-1.079008, -0.496878, 2.389655], [-0.644181, -0.756118, 1.467564], [-1.494613, -0.926724, 0.617906], [-3.506322, -0.035960, 0.620923], [-1.444726, -1.177159, -0.497255], [1.725502, 0.319545, -1.170659], [1.443592, 1.286019, -0.351484], [2.636356, 0.819103, -1.824198], [1.555786, -0.700865, -1.385195], [0.807615, 1.669039, 0.132740]],
  "atomic_forces_ev_per_a": [[0.810, 0.107, -1.041], [0.454, -0.593, 2.457], [-2.126, 0.936, -3.705], [0.024, -0.327, 0.420], [0.833, -0.144, 1.872], [3.370, 6.468, 0.753], [6.124, -4.739, -7.147], [-1.734, -2.311, 0.928], [-1.362, -1.172, 0.338], [-6.393, 1.776, 5.126]]
}



# 3
{
  "formula": "C2H5IN4",
  "method": "ωB97M-V/def2-TZVPD",
  "gap_ev": [6.9764, 8.1154],
  "homo_ev": [-7.36, -8.28],
  "e_lumo_ev": [-0.381, -0.169],
  "fmax_ha_per_bohr": 0.0449,
  "de_lowest_kj_mol": 302.5,
  "symbols": ["C", "C", "N", "N", "N", "N", "I", "H", "H", "H", "H", "H"],
  "xyz": [[1.771580, -2.235400, 1.158601], [-1.473714, 1.902655, -0.908927], [0.981103, -1.755975, 0.275458], [1.001326, -0.847547, -0.529266], [0.639483, 0.053450, -1.143075], [-0.591397, 1.339862, 0.056900], [-1.416564, 0.189005, 1.487620], [1.485907, -3.166100, 1.614492], [2.667052, -1.732151, 1.492155], [-0.857828, 2.200454, -1.758420], [-2.276412, 1.245866, -1.260062], [-1.930536, 2.805882, -0.485476]],
  "atomic_forces_ev_per_a": [[0.935, 0.117, 0.665], [-0.585, -0.002, -0.243], [-1.332, -1.809, 0.538], [0.535, 0.979, -1.131], [-0.261, 0.584, -0.091], [1.113, 0.103, 0.454], [-0.401, -0.034, -0.013], [-0.088, -0.119, -0.005], [0.127, 0.162, -0.023], [-0.002, 0.042, -0.052], [-0.010, 0.000, -0.044], [-0.031, -0.023, -0.056]]
}



# 4
{
  "formula": "C2H5IO",
  "method": "ωB97M-V/def2-TZVPD",
  "gap_ev": 9.6718,
  "homo_ev": -9.41,
  "e_lumo_ev": 0.258,
  "fmax_ha_per_bohr": 0.0584,
  "de_lowest_kj_mol": 49.6,
  "smiles": "C[C@H](O)I",
  "symbols": ["C", "C", "O", "I", "H", "H", "H", "H", "H"],
  "xyz": [[-0.553686, 0.688919, 0.113362], [0.405592, -0.321772, -0.409847], [0.119225, -1.607860, 0.160658], [2.601914, 0.199581, 0.017354], [-0.306827, 0.914928, 1.178467], [-0.638971, 1.475851, -0.674083], [-1.570091, 0.329501, 0.245842], [0.323575, -0.262111, -1.560715], [-0.380730, -1.417034, 0.928960]],
  "atomic_forces_ev_per_a": [[-0.001, 1.054, 0.659], [-0.255, -1.394, -1.052], [1.415, 1.097, -2.413], [-1.342, -0.169, -0.265], [0.184, 0.895, -0.997], [0.326, 0.164, 1.428], [-0.200, -0.747, -0.594], [0.597, -0.974, 1.885], [-0.724, 0.074, 1.349]]
}



# 5
{
  "formula": "C2H5IO2",
  "method": "ωB97M-V/def2-TZVPD",
  "gap_ev": 8.7315,
  "homo_ev": -9.41,
  "e_lumo_ev": -0.682,
  "fmax_ha_per_bohr": 0.0717,
  "de_lowest_kj_mol": 427.4,
  "smiles": "CCOOI",
  "symbols": ["C", "C", "O", "O", "I", "H", "H", "H", "H", "H"],
  "xyz": [[1.265423, -0.501188, 0.132997], [0.014370, 0.067666, -0.470836], [-0.452876, 0.954312, 0.619924], [-1.783292, 1.331884, 0.429733], [-3.139437, -0.080212, 0.567274], [1.934009, 0.405613, 0.027718], [1.045152, -0.640918, 1.227734], [1.604838, -1.342580, -0.534786], [-0.686750, -0.787179, -0.665427], [0.198562, 0.592601, -1.334332]],
  "atomic_forces_ev_per_a": [[0.747, 1.532, -0.457], [-1.434, -1.734, 2.923], [0.151, -1.452, -1.000], [0.000, 1.229, -0.553], [-0.410, -0.630, 0.259], [0.174, -1.457, 0.475], [0.630, -0.640, -1.236], [-0.025, 0.659, 1.314], [0.019, 1.068, 0.300], [0.148, 1.426, -2.026]]
}



# 6
{
  "formula": "C2H5IO2P",
  "method": "ωB97M-V/def2-TZVPD",
  "gap_ev": 8.1473,
  "homo_ev": -4.87,
  "e_lumo_ev": 3.279,
  "fmax_ha_per_bohr": 0.0817,
  "de_lowest_kj_mol": 0.0,
  "smiles": "CC[P@@](=O)([O-])I",
  "charge": -1,
  "symbols": ["C", "C", "P", "O", "O", "I", "H", "H", "H", "H", "H"],
  "xyz": [[-0.358770, -0.238530, -0.230119], [0.905834, 0.326479, 0.379046], [2.144597, -1.016227, -0.144002], [1.925347, -2.326371, 0.533186], [2.311348, -0.973471, -1.573189], [4.571844, -0.168026, 0.628613], [-0.156803, -0.775896, -1.086447], [-1.007316, -0.890671, 0.389898], [-1.152878, 0.511668, -0.581791], [0.675895, 0.534489, 1.484882], [1.130820, 1.246692, 0.019544]],
  "atomic_forces_ev_per_a": [[-3.311, 1.474, 0.641], [-0.902, -2.904, 2.896], [-0.102, -0.713, 2.831], [-0.064, 1.036, 0.393], [0.140, 0.720, -2.719], [-0.536, 0.038, 0.122], [0.488, -1.253, -1.959], [0.973, 0.137, 0.178], [1.324, -0.312, 0.499], [0.958, -0.808, -1.266], [1.034, 2.585, -1.616]]
}



# 7
{
  "formula": "C2H5IP2",
  "method": "ωB97M-V/def2-TZVPD",
  "gap_ev": 8.9733,
  "homo_ev": -8.84,
  "e_lumo_ev": 0.132,
  "fmax_ha_per_bohr": 0.0770,
  "de_lowest_kj_mol": 130.5,
  "smiles": "C=C=P#[PH2].I",
  "symbols": ["C", "C", "P", "P", "H", "H", "H", "H", "I", "H"],
  "xyz": [[-0.910995, -2.119790, -1.103188], [-0.754232, -0.781474, -0.941442], [-0.435065, 0.796003, -0.875317], [-1.008760, 1.134604, 1.184303], [-0.334740, -2.898475, -0.652357], [-1.831658, -2.380943, -1.552578], [-2.068310, 2.038782, 0.879141], [0.040554, 1.987386, 1.604869], [4.334493, 0.866190, 0.446102], [2.968709, 1.357716, 1.010469]],
  "atomic_forces_ev_per_a": [[-0.207, 3.685, 0.641], [0.297, -3.948, -0.057], [0.792, 0.914, -0.816], [-0.975, -0.733, 0.887], [0.725, -0.074, -0.061], [-0.908, -0.572, -0.413], [0.545, 0.313, 0.265], [-0.247, 0.418, -0.439], [0.932, -0.344, -0.394], [-0.954, 0.340, 0.387]]
}



# 8
{
  "formula": "C2H5IP2",
  "method": "ωB97M-V/def2-TZVPD",
  "gap_ev": 7.3147,
  "homo_ev": -7.82,
  "e_lumo_ev": -0.503,
  "fmax_ha_per_bohr": 0.1211,
  "de_lowest_kj_mol": 135.3,
  "symbols": ["C", "C", "P", "P", "I", "H", "H", "H", "H", "H"],
  "xyz": [[-1.590775, 0.426971, 0.292437], [1.280869, 0.931830, -0.339041], [0.062422, -2.389410, -0.440966], [0.195783, -0.332404, -0.030194], [3.280706, 0.283866, -0.199695], [-2.106866, -0.051349, 1.071297], [-1.407193, 1.502029, 0.644015], [-2.088304, 0.517185, -0.554245], [0.980465, 1.726268, 0.261017], [1.392895, -2.614985, -0.704626]],
  "atomic_forces_ev_per_a": [[5.082, 1.719, 3.159], [0.010, -2.797, 0.160], [-1.060, 1.351, 0.550], [-1.954, -0.241, -0.677], [-0.112, 0.391, -0.250], [-0.586, -0.996, 0.802], [-0.022, -1.447, -0.389], [-2.344, -0.076, -3.971], [-0.024, 1.891, 0.721], [1.010, 0.205, -0.104]]
}



# 9
{
  "formula": "C2H5IS",
  "method": "ωB97M-V/def2-TZVPD",
  "gap_ev": 8.0358,
  "homo_ev": -9.10,
  "e_lumo_ev": -1.064,
  "fmax_ha_per_bohr": 0.0527,
  "de_lowest_kj_mol": 106.0,
  "symbols": ["C", "C", "S", "I", "H", "H", "H", "H", "H"],
  "xyz": [[0.274368, -0.536355, -0.570469], [-0.162853, 0.660319, 0.195955], [0.862855, -1.631061, 0.793406], [-0.664038, 2.960229, -1.101522], [-0.558718, -1.069723, -1.068845], [1.090549, -0.550903, -1.306308], [0.612143, 1.248816, 0.778052], [-1.206990, 0.535826, 0.681332], [-0.247316, -1.617147, 1.598400]],
  "atomic_forces_ev_per_a": [[-0.861, -1.104, -0.165], [-0.795, 2.575, 0.305], [-0.209, -0.130, 0.369], [0.295, -1.980, 0.763], [0.303, 0.575, 0.296], [-0.077, 0.752, 0.548], [-1.183, -1.176, -0.677], [2.052, 0.434, -0.800], [0.475, 0.055, -0.638]]
}



# 10
{
  "formula": "C2H5IS",
  "method": "ωB97M-V/def2-TZVPD",
  "gap_ev": 8.8352,
  "homo_ev": -9.16,
  "e_lumo_ev": -0.329,
  "fmax_ha_per_bohr": 0.0655,
  "de_lowest_kj_mol": 57.0,
  "smiles": "C[C@H](S)I",
  "symbols": ["C", "C", "S", "I", "H", "H", "H", "H", "H"],
  "xyz": [[-0.686973, 0.788552, 0.071404], [0.233847, -0.257767, -0.484650], [0.001826, -1.929969, 0.075158], [2.379686, 0.678818, -0.026038], [-1.591947, 0.723390, -0.480168], [-0.801101, 0.596265, 1.137692], [-0.063922, 1.779497, -0.164063], [0.336809, -0.431461, -1.504393], [0.191775, -1.947329, 1.375061]],
  "atomic_forces_ev_per_a": [[2.728, 1.803, -0.809], [1.720, -0.275, 2.798], [-0.042, -0.647, -1.112], [-0.920, -0.934, -0.282], [-1.101, 0.230, -0.191], [-0.154, 0.454, -0.110], [-2.243, -1.707, 0.829], [-0.092, 0.430, -1.905], [0.104, 0.646, 0.782]]
}